C28H34GeN4ORuS | the ωB97M-V functional and the def2-TZVPD basis

```
70
Properties=species:S:1:pos:R:3
Ru 0.0436 0.2049 0.1852
N 2.1958 0.6101 0.7403
C 2.1664 0.9446 2.1615
C 1.1986 -0.0169 2.8173
N -0.1198 0.2164 2.1911
H 2.7439 -0.2281 0.5734
H 2.5776 1.3551 0.1679
H 1.7751 1.9609 2.2559
H 3.1465 0.9119 2.6443
H 1.1826 0.1210 3.9009
H 1.4822 -1.0473 2.6043
H -0.5262 1.0876 2.5188
H -0.7815 -0.5416 2.3572
C -0.1638 3.3747 0.0853
O 0.1699 2.1087 -0.3624
H -0.0071 4.1252 -0.6989
H 0.4562 3.6852 0.9455
H -1.2163 3.4596 0.4026
C -2.4546 -4.3469 -3.0651
C -2.2109 -3.9241 -1.6507
C -2.7357 -4.5383 -0.5690
C -2.4074 -4.0048 0.7342
N -1.7058 -2.9484 0.9325
C -1.2520 -2.1706 -0.2023
S -2.0747 -0.5268 -0.2422
N -1.3852 -2.8614 -1.4836
C -2.9210 -4.7332 1.9454
H -2.7169 -5.4018 -3.1114
H -1.5690 -4.1717 -3.6787
H -3.2783 -3.7685 -3.4891
H -3.3466 -5.4223 -0.6720
H -1.1800 -2.2915 -2.2911
H -2.9321 -5.8116 1.7809
H -3.9463 -4.4192 2.1557
H -2.3078 -4.4947 2.8124
C 0.1763 -1.6064 0.0009
Ge 1.5598 -2.6673 -0.9391
C 1.4004 -4.5888 -0.6944
C 0.7381 -5.0917 0.4256
C 0.7013 -6.4577 0.6801
C 1.3290 -7.3441 -0.1813
C 2.0030 -6.8603 -1.2943
C 2.0435 -5.4953 -1.5420
C 3.3359 -2.2308 -0.2353
C 4.3011 -1.5637 -0.9882
C 5.5160 -1.1880 -0.4221
C 5.7835 -1.4794 0.9072
C 4.8403 -2.1623 1.6674
C 3.6312 -2.5351 1.0974
C 1.4979 -2.0807 -2.7953
C 1.4985 -0.7113 -3.0700
C 1.3893 -0.2384 -4.3716
C 1.2631 -1.1325 -5.4241
C 1.2430 -2.4970 -5.1698
C 1.3591 -2.9653 -3.8671
H 0.2312 -4.4148 1.1031
H 0.1814 -6.8277 1.5555
H 1.3046 -8.4080 0.0187
H 2.5067 -7.5457 -1.9646
H 2.6023 -5.1406 -2.4001
H 4.1021 -1.3232 -2.0269
H 6.2515 -0.6643 -1.0202
H 6.7280 -1.1870 1.3484
H 5.0502 -2.4046 2.7021
H 2.9047 -3.0738 1.6997
H 1.5688 0.0088 -2.2593
H 1.3893 0.8281 -4.5568
H 1.1691 -0.7679 -6.4391
H 1.1259 -3.1995 -5.9859
H 1.3223 -4.0324 -3.6915
```

Frontier orbital gap   7.14 eV
E_LUMO   0.201 eV
E   -3951.549607 Eh
Total charge   0
Max |F|   0.03383 hartree/bohr
HOMO level   -6.938 eV
ΔE to the lowest compared entry with this formula, charge and spin   52.5 kJ/mol
2S+1   1

Atomic partial charges in e from the natural (NBO) method, atoms 1 to 4: 0.64, -0.80, -0.23, -0.23